{"formula": "C12H13Cl16N2O2", "method": "ωB97M-V with the def2-TZVPD basis set", "total_charge": 1, "energy_ev": -220079.454, "gap_ev": 8.19, "e_above_lowest_kcal_mol": 43.2, "species": ["C", "C", "C", "O", "C", "O", "C", "N", "C", "C", "C", "N", "H", "H", "H", "H", "H", "H", "H", "H", "H", "H", "H", "H", "H", "C", "Cl", "Cl", "Cl", "Cl", "C", "Cl", "Cl", "Cl", "Cl", "C", "Cl", "Cl", "Cl", "Cl", "C", "Cl", "Cl", "Cl", "Cl"], "xyz": [[-1.46829, -0.99572, -2.03717], [-1.32909, 0.40239, -2.64970], [-0.26446, 1.30772, -2.05454], [-0.64436, 2.09401, -0.88769], [-0.60690, 1.63808, 0.36691], [-1.61633, 0.64707, 0.66865], [-2.79733, 0.96246, 0.24906], [-3.85161, 1.22991, -0.12272], [-0.64740, 2.76417, 1.38004], [0.06191, 2.13296, 2.59408], [1.02913, 1.23223, 1.92760], [0.64604, 0.91518, 0.74592], [-0.50111, -1.38079, -1.70055], [-1.84243, -1.69400, -2.78654], [-2.17216, -1.03718, -1.20825], [-1.02309, 0.28175, -3.69358], [-2.28784, 0.92569, -2.67285], [0.64779, 0.73922, -1.84591], [0.00617, 2.08443, -2.76655], [-1.65761, 3.08835, 1.61950], [-0.08035, 3.60593, 0.98554], [-0.61436, 1.40395, 3.06672], [0.48360, 2.78393, 3.35220], [1.95556, 0.83482, 2.33129], [1.15705, 0.27616, 0.13873], [2.57045, -2.40900, -2.22736], [2.03187, -1.41315, -3.57520], [1.63692, -3.88664, -2.14492], [4.27671, -2.74647, -2.33922], [2.28203, -1.48142, -0.69416], [0.96742, -0.83685, 5.37734], [2.29619, -1.25005, 4.27608], [0.86519, -2.01367, 6.66297], [1.23858, 0.77763, 6.03434], [-0.54928, -0.83129, 4.44524], [-7.10324, 3.20153, -1.57391], [-5.52514, 3.48640, -2.32681], [-7.84618, 1.77514, -2.29587], [-6.89332, 2.94375, 0.15945], [-8.13254, 4.60779, -1.84135], [6.99750, -5.20808, -0.55931], [5.89226, -4.41252, 0.57682], [7.56506, -4.02528, -1.74756], [8.37138, -5.85877, 0.32345], [6.14274, -6.50640, -1.38940]], "mulliken_charge": [-0.874, -0.481, -0.537, -0.385, 0.847, -0.468, 0.486, -0.382, -0.791, -0.530, -0.147, 0.587, 0.104, 0.359, 0.271, 0.476, 0.274, 0.311, 0.284, 0.341, 0.352, 0.209, 0.373, 0.620, -0.226, 0.329, -0.075, -0.067, 0.001, -0.289, 0.396, -0.098, -0.064, -0.093, -0.092, 0.364, -0.092, -0.102, -0.093, -0.095, 0.337, -0.075, -0.099, -0.089, -0.079]}